1.
{
  "formula": "C4H5Br4Cl",
  "method": "wB97M-V/def2-TZVPD",
  "elements": ["C", "C", "C", "C", "Cl", "Br", "Br", "Br", "Br", "H", "H", "H", "H", "H"],
  "xyz": [[1.494, 0.826, 1.686], [-1.619, -0.698, -1.646], [2.005, 0.741, 0.338], [-1.240, -0.687, -0.283], [-3.541, -1.197, -2.036], [1.926, -0.827, -0.669], [2.848, 2.144, -0.595], [-1.754, 0.835, 0.743], [-1.023, -2.363, 0.695], [2.038, 1.512, 2.286], [0.432, 1.140, 1.545], [1.439, -0.124, 2.319], [-1.384, -1.577, -2.191], [-1.621, 0.274, -2.193]],
  "forces_ev_per_a": [[-1.683, -1.113, 1.072], [-1.872, 0.423, -1.205], [1.194, -0.502, -1.503], [-0.765, -0.457, 1.660], [0.463, 0.489, 0.707], [0.152, -0.137, 0.059], [-0.277, -0.055, 0.586], [-0.216, -0.788, -0.606], [-0.301, 1.450, -0.849], [0.365, 0.941, 0.396], [0.876, 0.121, 0.857], [0.279, 0.853, -1.349], [1.357, -0.281, -0.440], [0.427, -0.945, 0.614]],
  "mulliken_charge": [-0.578, -0.676, 0.151, 0.172, -0.233, -0.063, -0.086, -0.068, 0.008, 0.396, -0.038, 0.272, 0.369, 0.373],
  "e_homo_ev": [-8.99, -7.81],
  "relative_energy_kcal_mol": 75.0,
  "orbital_gap_ev": [8.82, 5.73],
  "lumo_energy_ev": [-0.164, -2.074],
  "fmax_ev_per_a": 2.3
}


2.
{
  "formula": "C4H10N2",
  "method": "wB97M-V/def2-TZVPD",
  "elements": ["H", "N", "C", "N", "H", "H", "H", "C", "C", "C", "H", "H", "H", "H", "H", "H"],
  "xyz": [[-1.701, -2.416, -1.011], [-2.188, -1.531, -0.910], [-1.778, -0.733, -1.808], [-2.401, 0.485, -2.019], [-0.820, -0.794, -2.335], [-2.978, 0.690, -1.217], [-2.653, 0.885, -2.902], [0.967, -0.101, 2.551], [1.573, 0.812, 1.786], [2.316, 0.593, 0.503], [-0.112, -0.228, 2.636], [1.415, -1.065, 2.797], [1.100, 1.797, 1.747], [3.123, 1.300, 0.304], [2.462, -0.462, 0.252], [1.675, 0.770, -0.375]],
  "forces_ev_per_a": [[0.490, 0.153, 0.598], [-0.298, -0.278, -0.701], [0.227, 0.755, -0.311], [0.225, 0.025, 1.495], [-0.338, -0.685, -0.502], [-0.591, 0.230, -0.435], [0.304, -0.197, -0.130], [0.302, -1.618, -0.524], [-1.898, 0.687, -1.162], [0.617, -0.423, -0.493], [0.018, 1.458, 1.346], [0.314, -0.069, -0.798], [-0.313, -0.149, 0.029], [0.525, -0.545, 0.210], [1.131, 0.000, 0.706], [-0.714, 0.655, 0.671]],
  "mulliken_charge": [0.245, -0.672, 0.164, -0.465, 0.295, 0.230, 0.207, -0.586, -0.069, -0.951, 0.238, 0.275, 0.218, 0.314, 0.329, 0.227],
  "e_homo_ev": -8.75,
  "relative_energy_kcal_mol": 70.2,
  "orbital_gap_ev": 9.58,
  "lumo_energy_ev": 0.831,
  "smiles": "[H]/N=C/N.C=CC",
  "fmax_ev_per_a": 2.3
}


3.
{
  "formula": "C10H13ClN2O3Re",
  "method": "wB97M-V/def2-TZVPD",
  "elements": ["Cl", "C", "C", "C", "H", "C", "C", "H", "H", "H", "C", "Re", "C", "C", "O", "O", "H", "H", "H", "C", "N", "C", "N", "O", "H", "H", "H", "H", "H", "H"],
  "xyz": [[2.527, -0.720, -0.709], [-1.356, 0.609, -1.523], [-2.058, -0.376, -0.719], [-1.416, -1.621, -0.896], [-3.009, -0.211, -0.209], [-0.298, -1.464, -1.758], [-0.319, -0.092, -2.250], [0.279, 0.301, -3.084], [-1.702, 1.613, -1.741], [-1.721, -2.578, -0.482], [0.596, -2.612, -2.063], [0.131, 0.036, -0.197], [-0.831, 1.403, 0.828], [1.456, 1.393, -0.824], [-1.441, 2.199, 1.426], [2.239, 2.172, -1.213], [0.525, -3.416, -1.325], [1.628, -2.298, -2.034], [0.452, -2.985, -3.073], [2.725, -0.733, 3.849], [1.364, -1.264, 3.754], [0.572, -1.176, 2.675], [-0.691, -1.678, 2.749], [1.024, -0.630, 1.615], [3.041, -0.221, 2.933], [3.418, -1.547, 4.078], [2.769, -0.045, 4.696], [0.916, -1.595, 4.603], [-1.292, -1.667, 1.935], [-1.049, -2.075, 3.614]],
  "forces_ev_per_a": [[0.826, -0.076, -0.045], [-1.247, -0.546, -2.451], [-0.658, -0.407, -0.918], [-0.449, 0.581, 0.558], [0.510, 0.113, 0.204], [-0.088, -0.495, -1.708], [-0.883, -1.031, -1.440], [-0.125, -0.089, 0.634], [0.100, -0.073, 0.117], [0.124, 0.221, 0.193], [0.528, -0.092, -0.491], [1.602, -0.729, 4.388], [-2.059, 4.533, 4.100], [4.869, 4.429, -1.778], [2.083, -3.217, -2.645], [-3.807, -2.941, 1.629], [-0.363, 0.089, -0.185], [0.087, -0.026, -0.254], [-0.374, -0.200, -0.081], [0.398, 0.031, 0.425], [-1.048, 0.178, -0.916], [0.047, -0.413, 1.571], [0.446, 0.299, -0.003], [-0.748, -0.019, -0.521], [-0.321, -0.258, 0.265], [-0.120, 0.063, -0.233], [-0.031, 0.071, -0.221], [0.372, -0.032, -0.157], [0.227, -0.067, 0.413], [0.099, 0.102, -0.449]],
  "mulliken_charge": [-0.195, -0.466, -0.445, -0.748, 0.527, 0.631, -0.450, 0.589, 0.606, 0.537, -1.104, 1.407, 0.257, 0.134, -0.266, -0.275, 0.405, 0.358, 0.312, -0.815, -0.236, 0.939, -0.304, -0.854, 0.289, 0.313, 0.321, 0.214, 0.091, 0.228],
  "e_homo_ev": [-15.04, -16.92],
  "total_charge": 2,
  "orbital_gap_ev": [7.64, 5.21],
  "lumo_energy_ev": [-7.399, -11.709],
  "multiplicity": 4,
  "fmax_ev_per_a": 6.8
}


4.
{
  "formula": "C3H4ClN4O",
  "method": "wB97M-V/def2-TZVPD",
  "elements": ["C", "C", "C", "N", "N", "N", "N", "O", "Cl", "H", "H", "H", "H"],
  "xyz": [[1.835, 0.365, 0.657], [-1.561, -0.388, -0.212], [-1.113, 0.985, -0.227], [1.941, -0.924, 1.199], [1.372, -1.713, 0.375], [0.976, -1.039, -0.728], [1.224, 0.227, -0.583], [2.254, 1.401, 1.159], [-1.356, 1.947, -1.600], [-1.795, -0.734, 0.794], [-0.667, -1.043, -0.564], [-2.372, -0.591, -0.906], [-0.739, 1.507, 0.635]],
  "forces_ev_per_a": [[0.140, -0.092, -0.147], [0.212, -0.580, -0.071], [0.201, -0.268, 0.501], [-0.013, -0.130, 0.758], [0.328, -0.536, 0.461], [0.596, 0.431, -0.870], [-0.180, 0.113, -0.585], [0.002, 0.163, 0.140], [-0.078, 0.341, -0.460], [-0.098, 0.042, 0.025], [-0.939, 0.387, 0.215], [-0.194, 0.045, -0.001], [0.023, 0.084, 0.034]],
  "mulliken_charge": [0.675, -1.026, -0.053, -0.257, -0.279, -0.323, -0.270, -0.635, -0.208, 0.220, 0.377, 0.383, 0.397],
  "e_homo_ev": [-3.67, -4.00],
  "total_charge": -1,
  "relative_energy_kcal_mol": 57.6,
  "orbital_gap_ev": [6.69, 7.47],
  "lumo_energy_ev": [3.015, 3.463],
  "fmax_ev_per_a": 1.1
}


5.
{
  "formula": "H18O9",
  "method": "wB97M-V/def2-TZVPD",
  "elements": ["O", "H", "H", "O", "H", "H", "O", "H", "H", "O", "H", "H", "O", "H", "H", "O", "H", "H", "O", "H", "H", "O", "H", "H", "O", "H", "H"],
  "xyz": [[0.725, 0.526, 1.036], [1.521, 0.518, 0.449], [0.611, -0.391, 1.359], [2.366, -1.024, -2.114], [1.557, -1.050, -1.568], [3.058, -1.078, -1.398], [5.023, -0.158, 2.559], [4.528, -0.429, 1.746], [5.018, 0.740, 2.461], [-0.415, -2.128, -0.581], [-1.362, -1.903, -0.589], [-0.268, -2.824, -1.269], [-2.009, 3.479, 0.166], [-2.865, 3.378, 0.749], [-1.370, 3.842, 0.789], [1.078, 2.253, -1.433], [0.296, 2.850, -1.365], [1.777, 2.773, -1.860], [-4.255, -0.339, 1.856], [-3.622, -0.093, 1.076], [-4.888, 0.343, 2.017], [-1.599, -3.387, -0.010], [-2.449, -3.928, -0.177], [-0.912, -3.980, -0.326], [-0.706, 0.668, -1.338], [-1.018, 0.712, -2.205], [-1.279, 1.387, -1.006]],
  "forces_ev_per_a": [[1.040, -0.577, 0.122], [-1.291, 0.016, 0.554], [0.154, 0.677, -0.491], [0.781, -0.189, 1.840], [-0.147, 0.114, -0.438], [-0.854, 0.051, -1.349], [-0.809, -3.920, -1.086], [0.636, -0.030, 1.145], [0.169, 3.955, -0.039], [5.961, 5.143, -3.599], [1.564, 0.305, -0.563], [-0.241, 1.980, 0.619], [-2.614, -0.332, 1.638], [2.571, 0.289, -1.778], [0.117, -0.075, 0.048], [0.314, 1.413, -0.190], [1.032, -0.677, -0.092], [-0.311, 0.027, 0.176], [2.484, -0.602, -2.056], [-2.089, -0.296, 2.316], [-0.366, 0.899, -0.270], [-7.869, -7.782, 2.114], [1.297, 0.436, 0.841], [-0.359, -0.251, 0.572], [-1.435, 0.254, 1.947], [-0.301, -0.508, -2.796], [0.564, -0.320, 0.815]],
  "mulliken_charge": [-0.587, 0.243, 0.288, -0.644, 0.309, 0.291, -0.610, 0.310, 0.299, -0.631, 0.353, 0.317, -0.636, 0.311, 0.324, -0.501, 0.280, 0.262, -0.636, 0.324, 0.309, -0.576, 0.259, 0.308, -0.470, 0.242, 0.262],
  "e_homo_ev": -8.96,
  "relative_energy_kcal_mol": 162.9,
  "orbital_gap_ev": 9.04,
  "lumo_energy_ev": 0.081,
  "smiles": "O.O.O.O.O.O.O.O.O",
  "fmax_ev_per_a": 11.3
}


6.
{
  "formula": "C4H5NO",
  "method": "wB97M-V/def2-TZVPD",
  "elements": ["C", "C", "O", "C", "C", "N", "H", "H", "H", "H", "H"],
  "xyz": [[0.689, -1.058, -0.378], [-0.080, -0.275, 0.630], [-0.696, -0.750, 1.561], [0.028, 1.187, 0.415], [-1.331, 0.791, -0.412], [-2.209, 0.540, -1.137], [1.593, -1.280, 0.193], [0.958, -0.515, -1.293], [0.132, -1.958, -0.604], [0.713, 1.575, -0.348], [0.202, 1.744, 1.374]],
  "forces_ev_per_a": [[0.019, -0.566, 0.011], [1.813, -1.447, 0.996], [0.405, 0.152, -0.231], [-1.867, -0.071, -0.933], [-0.307, 3.304, -0.220], [1.486, 0.138, 1.250], [0.217, -0.369, -0.321], [-0.199, -0.117, 0.362], [0.240, -0.331, -0.105], [-0.134, -0.556, 0.160], [-1.673, -0.137, -0.968]],
  "mulliken_charge": [-1.040, 0.767, -0.569, -0.488, 0.187, -0.388, 0.346, 0.320, 0.307, 0.266, 0.293],
  "e_homo_ev": -10.24,
  "relative_energy_kcal_mol": 53.3,
  "orbital_gap_ev": 10.58,
  "lumo_energy_ev": 0.338,
  "fmax_ev_per_a": 3.3
}